1.
DFT (ωB97M-V/def2-TZVPD) results for a molecular structure, C53H46Cl3IrN8OS3Si.

Geometry as XYZ:
```
116
Properties=species:S:1:pos:R:3:forces:R:3
Ir 1.47903 -0.27312 -0.82961 0.049 -0.331 -0.043
N 0.33352 1.29530 -0.37236 0.091 0.153 0.075
S -0.20811 1.74261 0.92369 0.126 -0.114 -0.090
N -1.48698 1.07139 1.72962 -0.172 0.087 -0.123
S -2.34946 -0.15050 1.38997 0.067 -0.024 0.084
N -1.96754 -1.55936 1.92050 0.031 0.012 -0.061
S -0.47495 -2.10687 1.47349 -0.134 0.101 -0.205
N 0.29266 -1.31275 0.55871 0.190 -0.112 0.261
C -0.87529 -3.76109 0.93051 -0.016 0.003 -0.021
C 0.12547 -4.40096 0.21513 -0.001 0.006 -0.029
C -0.09986 -5.68235 -0.26122 -0.010 -0.004 -0.003
C -1.31791 -6.30556 -0.02674 0.006 0.005 -0.002
C -2.31157 -5.65531 0.69259 0.001 -0.001 0.005
C -2.09314 -4.37568 1.18164 0.004 -0.008 0.035
C 0.24428 -2.42519 3.07515 -0.016 0.028 0.031
C 1.61748 -2.27779 3.16871 0.015 0.069 0.020
C 2.23831 -2.52090 4.38789 -0.030 0.061 -0.007
C 1.47886 -2.90502 5.48316 0.077 0.023 0.017
C 0.10122 -3.04942 5.37532 -0.050 -0.020 0.003
C -0.52672 -2.80993 4.16519 -0.012 -0.055 -0.021
C -3.85984 0.17026 2.26342 -0.003 -0.013 0.020
C -4.18134 -0.57532 3.38444 -0.019 -0.013 -0.018
C -5.33745 -0.25826 4.08373 0.006 0.003 -0.003
C -6.14444 0.78654 3.66053 0.001 -0.003 0.006
C -5.80161 1.52758 2.53617 -0.001 0.004 -0.006
C -4.65113 1.22442 1.82900 0.005 0.010 0.010
C -2.83094 -0.20733 -0.31158 0.040 -0.013 -0.021
C -3.29646 -1.41511 -0.81367 -0.011 -0.022 0.014
C -3.84548 -1.43772 -2.08470 0.014 -0.002 -0.007
C -3.92348 -0.27056 -2.83140 0.004 0.007 -0.005
C -3.42317 0.92157 -2.32690 -0.007 -0.007 0.003
C -2.87088 0.96309 -1.05763 -0.026 0.028 0.012
C 0.87866 1.93171 2.32309 0.028 -0.007 -0.037
C 0.78524 1.12845 3.44696 0.037 -0.013 -0.010
C 1.75094 1.24918 4.43603 -0.002 -0.008 -0.021
C 2.77871 2.16928 4.29906 0.025 -0.003 0.030
C 2.85229 2.97801 3.17147 0.007 0.017 -0.003
C 1.90227 2.85956 2.17294 -0.006 -0.011 0.009
C -0.83108 3.38917 0.66302 -0.062 -0.031 0.003
C -1.69247 3.96944 1.58528 0.008 0.003 0.023
C -2.14024 5.25962 1.35438 0.000 -0.005 0.001
C -1.72480 5.94931 0.22041 0.011 -0.001 -0.001
C -0.85663 5.35611 -0.68389 -0.005 0.012 0.002
C -0.39755 4.06391 -0.46658 -0.014 -0.020 -0.019
H 1.05852 -3.88924 0.01458 -0.009 0.008 -0.007
H 0.67025 -6.18659 -0.82950 -0.001 -0.001 -0.001
H -1.49593 -7.30145 -0.41066 0.001 0.000 0.002
H -3.26043 -6.14357 0.87179 -0.001 0.000 -0.001
H -2.85903 -3.85788 1.74357 -0.005 0.002 -0.013
H 2.17950 -1.93829 2.30608 0.002 0.006 -0.008
H 3.30274 -2.36876 4.48835 0.109 0.022 -0.021
H 1.96559 -3.08215 6.43361 -0.004 -0.003 -0.004
H -0.48487 -3.34399 6.23634 0.007 -0.001 -0.005
H -1.59841 -2.91961 4.06606 0.010 0.006 0.006
H -3.53783 -1.38436 3.69587 0.001 0.000 0.002
H -5.60421 -0.83154 4.96123 0.000 0.000 0.000
H -7.04618 1.02661 4.20805 0.000 0.001 0.000
H -6.43222 2.34214 2.20666 0.000 -0.001 0.001
H -4.37826 1.79820 0.95327 0.006 0.001 0.001
H -3.22871 -2.31917 -0.22397 0.004 0.010 -0.007
H -4.19569 -2.37400 -2.49801 0.004 -0.001 -0.002
H -4.34401 -0.29684 -3.82786 -0.001 0.000 -0.004
H -3.44197 1.82029 -2.92849 0.003 0.003 -0.002
H -2.48122 1.89365 -0.66806 0.012 -0.009 -0.008
H -0.02061 0.41657 3.54682 -0.018 -0.019 0.003
H 1.70946 0.60851 5.30654 0.000 -0.007 0.007
H 3.53997 2.23886 5.06377 0.008 -0.008 -0.004
H 3.66230 3.68581 3.05974 0.001 -0.005 0.001
H 1.96495 3.47258 1.28218 -0.003 0.003 0.002
H -2.00419 3.41899 2.46299 -0.001 -0.001 -0.001
H -2.81195 5.72872 2.06108 0.000 0.000 0.000
H -2.07862 6.95704 0.04557 0.001 0.001 0.001
H -0.52865 5.89480 -1.56295 0.001 -0.002 -0.001
H 0.27819 3.57466 -1.15594 0.005 0.000 -0.012
Cl -3.08302 -0.69407 -7.08081 0.000 0.000 0.000
C -2.08915 -0.77084 -5.65114 -0.009 -0.007 0.009
C -1.49955 0.37540 -5.15899 0.008 0.000 -0.002
C -0.72541 0.32451 -4.00949 0.001 -0.009 -0.006
Cl -0.04463 1.81811 -3.46211 0.018 0.010 0.030
C -0.49749 -0.87275 -3.29474 0.087 -0.027 -0.062
O 0.21913 -1.06365 -2.23853 -0.206 0.066 0.135
C -1.13902 -2.00725 -3.85918 -0.017 -0.013 -0.011
Cl -0.94009 -3.52484 -3.03258 -0.010 -0.002 0.013
C -1.90871 -1.97969 -5.00172 -0.008 0.002 0.000
H -1.63365 1.32253 -5.66306 0.003 -0.001 0.001
H -2.36133 -2.88720 -5.37553 -0.002 -0.002 0.000
C 3.14862 -2.15890 -1.62141 0.076 0.264 0.074
Si 3.39702 -0.88611 -3.00678 -0.030 0.218 -0.074
C 5.22869 -0.71535 -3.36066 0.005 -0.049 0.051
C 2.52885 -1.46512 -4.56533 0.062 -0.104 0.008
N 2.69529 0.50010 -2.26507 0.002 0.109 -0.076
C 3.05018 1.80935 -2.48078 -0.062 0.018 -0.013
C 2.84605 2.81139 -1.51855 0.028 0.002 0.022
C 3.19704 4.12967 -1.75936 0.005 -0.001 -0.006
C 3.77105 4.51205 -2.96471 -0.005 -0.009 0.008
C 3.98453 3.53331 -3.92785 0.006 -0.005 -0.002
C 3.62815 2.21600 -3.69885 -0.021 0.005 -0.018
H 3.33398 -3.16973 -1.99303 -0.169 -0.030 -0.016
H 2.09914 -2.22624 -1.24604 -0.005 -0.090 0.086
H 3.81306 -1.97100 -0.77741 0.052 -0.064 -0.038
H 5.70225 -1.69865 -3.28283 0.014 0.006 -0.017
H 5.71546 -0.04797 -2.64733 -0.013 -0.005 0.013
H 5.42081 -0.33838 -4.36604 -0.004 0.017 0.003
H 3.20985 -2.01690 -5.21880 -0.004 -0.007 0.003
H 2.14631 -0.60738 -5.12427 0.006 0.004 -0.001
H 1.68174 -2.11368 -4.33534 -0.017 0.021 0.000
H 2.42440 2.52255 -0.56885 0.009 -0.006 -0.009
H 3.02918 4.87138 -0.98424 0.002 0.000 0.000
H 4.04834 5.54150 -3.14813 -0.004 0.001 -0.001
H 4.42256 3.80100 -4.88226 0.003 0.001 0.002
H 3.76831 1.48649 -4.48882 0.001 -0.009 0.005
N 5.13682 -0.31745 4.24740 -0.098 -0.044 0.080
C 4.95354 0.04887 3.16226 -0.019 -0.105 0.018
N 4.83775 0.51489 1.93779 -0.041 -0.005 -0.312
C 3.79102 0.28441 1.22743 -0.043 0.266 0.273
N 2.85603 0.19930 0.54209 0.026 -0.208 -0.005
```
Positions in Å, forces in eV/Å.

Summary:
- Energy above the lowest of the compared OMol25 structures with the same formula, charge and spin: 97.9 kcal/mol
- Total charge: 0
- Largest force on an atom: 0.4 eV/A
- Orbital gap: 5.950 eV
- Total energy: -150459.93384 eV

These are the Mulliken partial charges, in e, on atoms 1 to 99:
1. Ir -0.049
2. N 0.001
3. S 1.543
4. N -0.271
5. S 1.406
6. N -0.379
7. S 0.661
8. N -0.011
9. C 0.849
10. C -0.559
11. C -0.667
12. C -0.635
13. C -0.728
14. C -0.427
15. C 0.647
16. C 0.077
17. C -0.748
18. C -0.726
19. C -0.913
20. C -0.375
21. C 0.146
22. C -0.218
23. C -0.892
24. C -0.527
25. C -0.911
26. C -0.734
27. C 1.335
28. C -0.715
29. C -0.949
30. C -0.460
31. C -0.887
32. C 0.301
33. C 0.893
34. C -0.572
35. C -0.579
36. C -0.800
37. C -0.639
38. C -0.392
39. C 0.099
40. C -1.029
41. C -0.904
42. C -0.622
43. C -1.037
44. C 0.148
45. H 0.286
46. H 0.462
47. H 0.413
48. H 0.458
49. H 0.380
50. H 0.101
51. H 0.432
52. H 0.427
53. H 0.455
54. H 0.288
55. H 0.340
56. H 0.445
57. H 0.401
58. H 0.435
59. H 0.468
60. H 0.419
61. H 0.413
62. H 0.446
63. H 0.441
64. H 0.059
65. H 0.349
66. H 0.443
67. H 0.341
68. H 0.375
69. H 0.060
70. H 0.432
71. H 0.461
72. H 0.438
73. H 0.533
74. H 0.260
75. Cl -0.252
76. C -0.009
77. C -0.631
78. C 0.546
79. Cl -0.102
80. C -1.537
81. O 0.423
82. C 0.679
83. Cl -0.164
84. C -0.567
85. H 0.534
86. H 0.493
87. C -1.429
88. Si 0.325
89. C -1.341
90. C -1.066
91. N 1.509
92. C -0.174
93. C 0.993
94. C -0.390
95. C -0.845
96. C -0.863
97. C -0.503
98. H 0.646
99. H 0.447

***

2.
DFT (ωB97M-V/def2-TZVPD) results for a molecular structure, C53H46F6MgN4OP2Si at a distorted geometry.

Geometry as XYZ:
```
114
Properties=species:S:1:pos:R:3:forces:R:3
Mg 0.07738 -0.14310 0.23395 0.132 0.593 2.977
C -0.64921 -1.50867 3.70478 0.036 0.058 -0.046
C -0.71750 -2.47365 2.58633 -0.184 -0.236 0.644
C -1.35713 -3.70425 2.77173 0.011 -0.178 -0.342
C -1.46932 -4.57075 1.70670 -0.002 0.206 0.221
C -0.83208 -4.24834 0.51649 0.234 0.363 -0.269
C -0.11653 -3.05556 0.44861 -0.627 -1.026 0.527
N -0.14752 -2.15607 1.43481 0.278 0.255 -0.451
C 0.84407 -2.75583 -0.61810 0.321 -0.937 -0.505
C 1.29427 -3.74057 -1.49730 -0.027 0.348 0.078
C 2.34311 -3.43208 -2.34412 -0.076 0.172 0.040
C 2.91249 -2.17306 -2.28645 -0.075 0.054 0.171
C 2.37931 -1.22672 -1.40680 0.489 -0.618 -0.549
N 1.36451 -1.53497 -0.61315 0.020 0.155 -0.219
C 2.91140 0.14218 -1.31488 0.970 0.431 -0.377
C 3.98415 0.54417 -2.10768 -0.270 -0.189 0.248
C 4.44442 1.84751 -2.01021 -0.196 0.151 0.261
C 3.83672 2.68558 -1.10197 0.150 -0.239 -0.177
C 2.75949 2.21663 -0.34217 0.235 0.765 0.092
C 2.12402 3.16078 0.61761 -0.087 -0.067 -0.114
N 2.30427 0.97604 -0.46005 -0.618 -0.462 -0.292
H -0.74086 -2.00602 4.66726 -0.038 -0.024 0.034
H -1.47233 -0.80531 3.60370 0.030 0.010 0.088
H 0.27488 -0.94161 3.65943 0.015 0.040 0.037
H -1.75868 -3.95523 3.74007 -0.096 0.040 0.076
H -2.00966 -5.49912 1.80889 -0.057 -0.089 -0.035
H -0.90849 -4.91060 -0.33003 0.167 -0.140 -0.078
H 0.85156 -4.72171 -1.50899 -0.003 -0.096 0.091
H 2.72311 -4.16692 -3.03629 0.053 -0.098 -0.051
H 3.74923 -1.93675 -2.92122 0.054 0.007 -0.012
H 4.45641 -0.12056 -2.80930 0.018 -0.132 0.001
H 5.25527 2.19396 -2.63158 0.108 0.013 -0.051
H 4.17250 3.70335 -0.97099 -0.028 0.069 0.022
H 2.78101 3.30452 1.47535 -0.013 -0.002 0.084
H 1.18097 2.76549 0.96893 -0.099 0.016 0.115
H 1.97242 4.12882 0.14397 -0.041 0.103 0.018
N -1.50365 -1.23072 -1.09997 0.110 0.077 -0.050
C -1.44028 -1.57119 -2.45562 -0.092 -0.222 -0.200
C -1.96080 -2.76531 -2.94461 -0.048 0.083 0.210
C -1.89134 -3.05226 -4.29557 0.012 0.086 0.211
C -1.33385 -2.13764 -5.17681 0.073 0.286 -0.140
C -0.80549 -0.95192 -4.70071 0.079 -0.217 -0.496
C -0.82234 -0.67203 -3.33690 0.459 0.153 1.190
P 0.06736 0.69501 -2.52188 -0.870 0.929 -3.789
C -1.00464 2.17039 -2.55016 0.333 0.143 0.978
C -1.87129 2.44769 -3.60133 -0.283 -0.451 -0.213
C -2.57017 3.64151 -3.60493 0.072 -0.167 -0.229
C -2.39895 4.55963 -2.58047 0.150 -0.034 0.216
C -1.53588 4.28217 -1.53338 0.066 0.167 0.054
C -0.84809 3.08206 -1.51190 0.094 -0.127 0.163
C 1.25796 1.11949 -3.84761 0.045 -0.275 0.956
C 1.95187 0.11317 -4.51944 0.193 -0.343 -0.118
C 2.82851 0.42118 -5.54208 -0.079 -0.270 -0.063
C 3.06405 1.74369 -5.88219 -0.039 -0.014 0.053
C 2.40345 2.75196 -5.19941 -0.097 0.145 0.043
C 1.50578 2.44422 -4.19265 0.063 0.465 0.147
H -1.83589 -0.27720 -1.02219 -0.937 0.127 -0.064
H -2.16895 -1.81074 -0.59513 0.056 0.243 0.110
H -2.44014 -3.45299 -2.26275 -0.054 -0.060 0.076
H -2.29610 -3.98028 -4.66632 -0.052 -0.117 -0.035
H -1.31207 -2.34914 -6.23445 -0.036 0.032 -0.095
H -0.38493 -0.23960 -5.39577 0.023 -0.009 -0.008
H -2.01147 1.72841 -4.39771 -0.050 0.010 -0.030
H -3.25465 3.85810 -4.41417 0.029 -0.043 -0.033
H -2.95147 5.48519 -2.58818 -0.085 0.104 0.001
H -1.41008 4.98855 -0.72592 -0.022 -0.004 0.138
H -0.21189 2.82567 -0.67388 -0.020 0.166 0.108
H 1.78438 -0.92134 -4.25592 0.033 -0.042 0.001
H 3.31750 -0.37292 -6.08909 0.055 -0.044 0.034
H 3.75310 1.98358 -6.67643 0.077 0.043 -0.086
H 2.57727 3.78336 -5.46407 -0.021 0.107 -0.005
H 0.97730 3.23678 -3.68360 -0.006 0.094 0.024
F -2.13526 1.03403 0.41845 -0.066 -0.150 -0.312
P -3.80447 1.04154 0.05932 0.105 0.127 0.937
F -4.11661 1.19842 1.62448 0.037 0.079 -0.258
F -5.33952 0.99721 -0.30927 0.062 0.033 -0.139
F -3.37866 0.83001 -1.49789 -0.043 -0.035 -0.207
F -3.74378 -0.57519 0.27315 -0.173 -0.080 -0.193
F -3.69319 2.62784 -0.10516 -0.171 -0.171 -0.191
O 0.06299 0.91417 1.89985 0.245 -1.332 -2.033
Si -0.01255 1.88966 3.11611 -1.121 2.086 2.251
C -0.74062 3.66589 2.74397 1.430 -1.717 -0.032
C 0.09844 4.76877 2.78844 -0.333 0.512 -0.239
C -0.40345 6.02651 2.49169 0.290 0.142 0.097
C -1.73986 6.18538 2.16907 -0.076 0.250 -0.051
C -2.57480 5.08457 2.12311 -0.090 -0.195 0.072
C -2.06959 3.82551 2.41177 -0.370 0.403 -0.227
C 1.69337 2.13053 3.91438 -0.468 -0.088 -0.390
C 1.88148 3.04755 4.94512 0.019 0.029 -0.030
C 3.12239 3.22558 5.52797 0.043 0.050 0.059
C 4.20457 2.48279 5.08260 0.082 -0.014 0.018
C 4.03446 1.55742 4.06458 0.162 -0.045 0.000
C 2.78702 1.38300 3.48919 -0.122 0.052 0.011
C -1.19004 1.43113 4.59771 1.502 0.042 -1.322
C -2.50784 1.10786 4.34152 -0.511 -0.157 0.380
C -3.30948 0.57191 5.33876 -0.050 0.190 -0.193
C -2.78883 0.37608 6.60598 -0.107 -0.106 0.119
C -1.47529 0.72036 6.86959 0.165 0.142 0.199
C -0.67403 1.25358 5.87012 -0.366 -0.299 0.305
H 1.13808 4.66771 3.05732 0.164 -0.041 -0.003
H 0.25818 6.88046 2.52763 -0.011 0.157 0.014
H -2.13372 7.17209 1.97620 -0.033 0.116 -0.074
H -3.62107 5.18748 1.88065 -0.137 0.094 -0.063
H -2.73534 2.98396 2.36580 -0.105 -0.142 -0.039
H 1.04042 3.62954 5.29374 -0.087 0.113 0.074
H 3.24134 3.94190 6.32774 0.059 0.056 0.064
H 5.17607 2.62394 5.53325 0.087 -0.012 0.028
H 4.87392 0.97015 3.72104 0.108 -0.053 -0.005
H 2.64285 0.66339 2.69323 0.048 -0.109 -0.103
H -2.91839 1.22627 3.35634 -0.070 -0.057 -0.173
H -4.33099 0.31168 5.10879 -0.168 -0.054 0.057
H -3.40619 -0.04415 7.38567 -0.056 -0.049 0.094
H -1.05870 0.57567 7.85553 -0.028 -0.045 0.150
H 0.35227 1.49566 6.09183 0.131 -0.054 0.031
```
Positions in Å, forces in eV/Å.

Summary:
- Energy above the lowest of the compared OMol25 structures with the same formula, charge and spin: 0.0 kcal/mol
- Total charge: +1
- Largest force on an atom: 4.0 eV/A
- Orbital gap (alpha / beta): 6.225 / 2.440 eV
- Multiplicity: 2
- Total energy: -111926.25717 eV

These are the Mulliken partial charges, in e, on atoms 1 to 99:
1. Mg 3.355
2. C -0.402
3. C 0.372
4. C -1.014
5. C -1.070
6. C -0.739
7. C 0.662
8. N 0.081
9. C 0.627
10. C -0.926
11. C -1.238
12. C -0.914
13. C 0.509
14. N 0.611
15. C 0.312
16. C -0.759
17. C -1.133
18. C -0.888
19. C 0.613
20. C -0.923
21. N 0.754
22. H 0.726
23. H -0.129
24. H -0.118
25. H 0.527
26. H 0.496
27. H 0.403
28. H 0.480
29. H 0.508
30. H 0.480
31. H 0.380
32. H 0.497
33. H 0.624
34. H 0.885
35. H -1.209
36. H 0.635
37. N 0.367
38. C -0.243
39. C -0.338
40. C -0.977
41. C -1.053
42. C -0.208
43. C -0.695
44. P 2.428
45. C 0.388
46. C -0.074
47. C -1.005
48. C -0.772
49. C -0.566
50. C 1.060
51. C 0.728
52. C -0.982
53. C -1.013
54. C -0.849
55. C -0.693
56. C -1.216
57. H -1.439
58. H 0.447
59. H 0.540
60. H 0.485
61. H 0.506
62. H 0.626
63. H 0.420
64. H 0.427
65. H 0.440
66. H 0.457
67. H -0.528
68. H 1.033
69. H 0.514
70. H 0.447
71. H 0.498
72. H 0.496
73. F -0.921
74. P 1.816
75. F -0.342
76. F -0.340
77. F -0.264
78. F -0.461
79. F -0.380
80. O 0.526
81. Si -1.927
82. C 1.412
83. C -0.183
84. C -0.960
85. C -0.828
86. C -0.920
87. C 0.047
88. C 1.309
89. C -0.251
90. C -0.923
91. C -0.804
92. C -0.719
93. C -0.458
94. C 1.155
95. C -0.035
96. C -0.873
97. C -0.726
98. C -0.905
99. C -0.370